# 1
DFT (the ωB97M-V functional and the def2-TZVPD basis) results for a 2-piece molecular cluster, C3H3NO overall in a non-equilibrium geometry.

The geometry in XYZ format:
```
8
Properties=species:S:1:pos:R:3:mulliken_charge:R:1
C -0.570 -1.299 0.078 -0.87
C -1.299 -0.211 0.073 0.73
O -1.919 0.783 0.061 -0.38
H 0.132 -1.462 -0.730 0.28
H -0.631 -1.990 0.908 0.24
C 1.409 1.411 -0.124 0.06
N 2.392 0.835 -0.304 -0.35
H 0.486 1.933 0.038 0.29
```

Calculated values
SMILES string	C=C=O.C#N
energy above the lowest of the compared OMol25 structures with the same formula, charge and spin	118.4	kJ/mol
frontier orbital gap	10.4	eV

***

# 2
DFT (the ωB97M-V functional and the def2-TZVPD basis) results for one molecule with the formula C3H3NO in a non-equilibrium geometry.

The geometry in XYZ format:
```
8
Properties=species:S:1:pos:R:3:mulliken_charge:R:1
C 1.168 -0.086 0.072 -0.86
C -0.266 0.137 0.158 0.29
N -1.200 1.157 0.142 -0.45
C -1.632 -0.178 0.105 0.64
O -2.596 -0.859 0.028 -0.51
H 1.745 0.698 0.672 0.32
H 1.448 0.280 -1.069 0.26
H 1.332 -1.149 -0.109 0.31
```

Calculated values
SMILES string	Cc1nc1=O
energy above the lowest of the compared OMol25 structures with the same formula, charge and spin	205.4	kJ/mol
frontier orbital gap	9.6	eV

***

# 3
DFT (the ωB97M-V functional and the def2-TZVPD basis) results for one molecule with the formula C3H3NO in a non-equilibrium geometry.

The geometry in XYZ format:
```
8
Properties=species:S:1:pos:R:3:mulliken_charge:R:1
N 2.298 -0.537 0.801 -0.37
C 1.402 0.101 0.446 0.07
C 0.198 0.566 -0.211 0.22
C -0.911 -0.367 -0.066 -0.38
O -0.962 1.019 0.422 -0.38
H 0.324 1.042 -1.178 0.33
H -1.303 -0.790 -0.999 0.23
H -0.986 -1.020 0.795 0.28
```

Calculated values
SMILES string	N#C[C@H]1CO1
energy above the lowest of the compared OMol25 structures with the same formula, charge and spin	176.0	kJ/mol
frontier orbital gap	12.0	eV